w) 22
Properties=species:S:1:pos:R:3:mulliken_charge:R:1 method="wB97M-V/def2-TZVPD" gap_ev=9.615 smiles=CN([SiH3])C(C)(C)C total_charge=0 multiplicity=1 lumo_ev=0.86
N -0.03 0.35 0.84 0.374
H -1.39 1.36 1.99 0.301
H 1.78 -0.88 2.13 -0.142
H -0.85 -0.92 -2.13 0.315
H -0.88 1.45 -1.46 0.487
C -0.94 -1.08 -1.01 -1.171
C 0.14 1.07 -1.48 -1.765
H 1.91 -1.52 -0.09 0.391
Si 0.36 -0.57 2.22 0.300
H -0.85 2.29 0.59 0.264
H -0.43 -1.94 2.42 -0.128
H -2.02 0.91 0.35 0.323
C 0.19 -0.12 -0.55 0.770
H 0.59 0.88 -2.42 0.449
H 0.15 0.14 3.53 -0.160
C 1.57 -0.72 -0.82 -1.353
H 0.71 1.99 -1.16 0.382
H 2.38 0.08 -0.81 0.307
H -1.88 -0.83 -0.39 0.250
H 1.43 -1.12 -1.88 0.362
H -0.82 -2.11 -0.74 0.367
C -1.11 1.29 0.89 -0.924

***

x) 22
Properties=species:S:1:pos:R:3:mulliken_charge:R:1 method="wB97M-V/def2-TZVPD" gap_ev=8.581 total_charge=0 multiplicity=1 lumo_ev=0.12
H 1.22 -1.65 0.06 0.403
N -0.69 1.12 -1.37 -0.359
H 1.18 -0.75 -1.44 0.335
H -1.09 -0.33 2.13 0.373
H -2.17 -1.71 -1.98 0.303
H -1.83 1.09 1.75 0.401
H -2.81 -1.85 -0.49 0.417
H -3.29 -0.35 -1.40 0.243
H 2.78 0.10 -0.28 0.226
H 0.25 -2.12 -1.30 0.395
H -1.21 1.23 -2.17 0.155
H 0.31 0.97 1.44 0.223
H -0.22 1.93 -1.22 0.174
H 1.51 -0.24 1.85 0.419
Si -0.94 -0.22 -0.32 0.316
C 1.78 0.68 1.56 -0.781
C -1.08 0.43 1.38 -0.960
C 2.77 0.85 0.53 -0.406
H 3.34 1.77 0.67 0.253
H 2.02 1.44 2.45 0.295
C -2.44 -1.10 -1.09 -1.159
C 0.63 -1.29 -0.76 -1.267

***

y) 22
Properties=species:S:1:pos:R:3:mulliken_charge:R:1 method="wB97M-V/def2-TZVPD" gap_ev=9.676 total_charge=0 multiplicity=1 lumo_ev=0.91
H 0.53 0.28 2.04 0.241
H -1.21 -0.55 3.67 0.356
H 1.09 -2.70 0.90 0.158
H 2.70 0.04 -1.12 0.325
H -2.34 -0.94 2.48 0.242
C 1.92 0.81 -1.37 -1.279
H -0.84 -1.95 2.57 0.291
N 1.10 -2.14 0.11 -0.326
Si -0.05 -0.86 -0.02 0.147
H 0.06 1.98 -2.44 0.395
H -1.61 -1.72 -0.77 -0.142
H 2.22 1.20 -2.39 0.377
C -0.52 1.29 -1.80 -1.328
C -0.52 0.02 1.69 -0.392
C 0.52 0.23 -1.45 0.348
H -0.77 1.96 -0.98 0.311
H -1.05 1.00 1.66 0.382
H 1.95 1.42 -0.49 0.339
H 0.41 -0.47 -2.25 0.150
C -1.15 -0.92 2.65 -1.131
H -1.27 0.94 -2.57 0.336
H 1.84 -2.39 -0.58 0.200

***

In hartree, relative to the most stable structure: w) 0.0071; x) 0.0748; y) 0.0000.

***

w) 6
Properties=species:S:1:pos:R:3:mulliken_charge:R:1 method="wB97M-V/def2-TZVPD" gap_ev=10.909 smiles="O=[PH2]S" total_charge=0 multiplicity=1 lumo_ev=0.64
H 1.26 0.85 0.74 0.113
P 0.13 0.50 -0.05 0.430
H 0.57 0.84 -1.36 0.069
O -1.19 1.05 0.27 -0.546
S -0.02 -1.56 -0.28 -0.218
H -0.76 -1.66 0.68 0.152

***

x) 6
Properties=species:S:1:pos:R:3:mulliken_charge:R:1 method="wB97M-V/def2-TZVPD" gap_ev=9.305 total_charge=0 multiplicity=1 lumo_ev=0.34
H -1.63 -0.38 -0.73 0.001
S -0.27 1.47 1.14 -0.258
P -0.16 -0.52 0.23 0.180
O 0.75 -0.07 -0.98 -0.411
H -0.48 1.05 2.40 0.152
H 0.30 -0.33 -1.76 0.336

***

In hartree, relative to the most stable structure: w) 0.0000; x) 0.0226.

***

w) 19
Properties=species:S:1:pos:R:3:mulliken_charge:R:1 method="wB97M-V/def2-TZVPD" gap_ev=7.524 smiles="CCN(C)P=[PH2]N" total_charge=0 multiplicity=1 lumo_ev=0.43
H 1.41 1.96 -0.64 0.056
P -0.26 0.39 1.41 -0.235
H -1.80 -0.04 -1.10 0.365
H 0.78 4.06 1.76 0.282
C -2.03 -2.02 -0.38 -0.854
H 1.77 -1.41 0.75 0.346
C 1.02 -1.50 -0.11 -0.947
N 1.19 3.70 0.92 -0.679
H -1.42 -2.98 -0.42 0.214
N -0.01 -0.53 0.00 0.189
H 1.61 -1.43 -1.13 0.253
H 0.55 4.14 0.26 0.299
H -2.87 -2.20 -0.93 0.393
P 1.04 1.96 0.75 0.210
C -1.11 -0.80 -0.93 -0.852
H 0.63 -2.57 -0.01 0.261
H 2.28 1.70 0.98 0.024
H -0.56 -0.93 -1.79 0.445
H -2.21 -1.49 0.60 0.228

***

x) 19
Properties=species:S:1:pos:R:3:mulliken_charge:R:1 method="wB97M-V/def2-TZVPD" gap_ev="8.118 / 5.613" total_charge=0 multiplicity=1 lumo_ev="0.00 / -0.79"
H 0.83 -0.17 -2.19 0.272
H 0.42 -0.29 1.76 0.461
C 1.86 0.55 -0.58 -0.942
H 2.57 0.19 0.11 0.362
H 1.83 0.54 2.13 0.348
P -0.22 2.16 -0.32 -0.008
H 2.20 1.47 -1.00 0.609
H 0.27 1.20 2.28 0.366
H -2.39 -0.99 0.93 -0.002
H 0.75 -1.15 -0.73 0.252
N 0.87 1.12 0.35 0.079
H -3.28 1.10 -1.20 0.206
H 2.14 -1.34 -1.67 0.331
N -2.82 0.77 -0.29 -0.479
P -2.58 -0.88 -0.40 0.000
H -3.88 -1.49 -0.30 0.049
C 0.85 0.59 1.66 -1.048
H -0.90 2.43 0.85 0.022
C 1.37 -0.60 -1.35 -0.877

***

In hartree, relative to the most stable structure: w) 0.0000; x) 0.0414.

***

w) 16
Properties=species:S:1:pos:R:3:mulliken_charge:R:1 method="wB97M-V/def2-TZVPD" gap_ev=7.704 smiles="C=C/C=C/C(=C)C=S" total_charge=0 multiplicity=1 lumo_ev=-0.85
H -2.66 -1.91 -0.54 0.254
H -0.70 -0.61 -1.52 0.173
H 1.10 0.45 0.76 0.172
C -1.35 -0.70 0.61 1.124
C -0.43 -0.33 -0.45 -0.326
H 3.35 1.83 -2.15 0.265
C -2.43 -1.56 0.47 -0.915
C -1.13 -0.15 1.96 -0.455
H -3.02 -1.89 1.30 0.310
H 1.12 0.68 -2.41 0.247
H 3.27 1.44 -0.37 0.247
C 1.58 0.81 -1.43 -0.213
S -2.06 -0.19 3.28 -0.238
C 0.74 0.33 -0.29 -0.007
H -0.19 0.43 2.11 0.141
C 2.79 1.38 -1.33 -0.778

***

x) 16
Properties=species:S:1:pos:R:3:mulliken_charge:R:1 method="wB97M-V/def2-TZVPD" gap_ev=8.671 total_charge=0 multiplicity=1 lumo_ev=0.54
C -1.24 1.42 -0.21 -0.243
S 0.69 0.77 1.80 -0.189
H -1.51 1.55 1.79 0.428
H -2.23 1.76 -0.29 0.355
H -0.82 1.46 -2.36 0.316
C 0.19 -2.39 0.79 -0.778
H 0.18 -2.17 1.83 0.271
H 0.98 0.21 -2.80 0.233
C 0.60 0.32 -1.73 -0.032
H 0.59 1.43 3.02 0.129
H 2.21 -1.20 -1.14 0.239
H -0.25 -3.32 0.48 0.269
C 0.72 -1.48 0.05 0.126
C 1.23 -0.66 -0.83 -0.326
C -0.46 1.08 -1.46 -0.313
C -0.89 1.20 1.07 -0.485

***

In hartree, relative to the most stable structure: w) 0.0000; x) 0.0516.